Entry from OMol25: a 13-piece molecular cluster, C59H103NO16 overall (ωB97M-V/def2-TZVPD).

Values from the calculation:
strongest force on any atom: 2.7 eV Å⁻¹
energy: -3567.984127 hartree
HOMO-LUMO gap: 9.440 eV

The geometry in XYZ format:
```
179
Properties=species:S:1:pos:R:3:forces:R:3:lowdin_charge:R:1
C 7.89337 2.64429 -31.46809 -0.467 -0.498 -1.202 0.056
N 6.51644 2.49667 -32.08634 0.645 0.439 -0.189 -0.435
O 5.59522 2.29417 -31.32594 -0.004 -0.058 -0.104 0.065
O 6.43128 2.62320 -33.29538 -0.140 -0.191 0.297 0.048
H 8.55769 3.01441 -32.24529 -0.177 0.501 0.121 0.079
H 8.23841 1.62771 -31.29576 -0.205 0.062 0.743 0.103
H 7.76094 3.28780 -30.61322 0.312 -0.161 0.204 0.065
C 17.42571 2.17431 -27.50369 0.080 -0.500 0.882 -0.104
O 16.07802 2.19778 -27.05445 0.227 0.981 -0.414 -0.166
C 15.18950 2.05637 -28.13626 -0.564 -0.417 -0.389 -0.210
C 14.95184 3.25636 -29.06069 0.442 -0.705 0.793 -0.203
O 14.03001 4.10047 -28.40006 0.260 0.049 -0.381 -0.168
C 13.34188 4.93658 -29.29710 -0.326 -0.683 -0.518 -0.110
H 17.67455 2.86364 -28.31212 -0.350 -0.171 -0.286 0.081
H 17.63779 1.12458 -27.72757 0.395 0.138 -0.529 0.089
H 18.08259 2.46085 -26.68141 -0.247 -0.020 0.188 0.087
H 14.20811 1.81490 -27.72575 0.031 0.010 0.222 0.126
H 15.47849 1.18257 -28.73361 0.197 0.023 -0.169 0.111
H 14.55697 2.87366 -30.00782 -0.321 -0.003 0.020 0.100
H 15.90295 3.73383 -29.31714 -0.047 0.425 0.136 0.116
H 12.95964 4.34547 -30.14576 -0.025 -0.046 0.026 0.090
H 13.99162 5.69057 -29.75048 -0.167 0.373 0.464 0.070
H 12.45696 5.29978 -28.77775 0.246 0.547 -0.002 0.084
C 7.70357 7.84022 -32.62107 0.129 -0.180 0.498 -0.104
O 6.51060 7.20569 -33.00224 0.024 0.401 -0.352 -0.175
C 6.20630 5.98595 -32.35293 0.568 -0.282 -0.387 -0.205
C 5.13709 6.12560 -31.30551 -0.554 -0.506 -0.746 -0.199
O 3.89812 6.27772 -31.97535 0.179 0.656 0.138 -0.179
C 2.80363 6.49925 -31.10625 -0.050 -0.508 -0.649 -0.105
H 7.77764 8.84251 -33.04275 -0.445 -0.035 -0.135 0.076
H 8.58662 7.29749 -32.98199 0.026 -0.185 0.227 0.071
H 7.73127 7.93142 -31.52852 0.309 0.042 -0.010 0.090
H 7.06073 5.48590 -31.87775 0.384 0.509 0.016 0.101
H 5.95364 5.30828 -33.16990 -0.632 -0.150 0.231 0.123
H 5.35236 6.98694 -30.66630 -0.005 -0.023 0.163 0.132
H 5.12038 5.19248 -30.72835 0.029 0.110 0.315 0.124
H 2.00580 6.94963 -31.69825 0.062 0.038 0.008 0.085
H 3.04598 7.17327 -30.28138 0.057 -0.151 0.121 0.085
H 2.44960 5.51396 -30.78112 -0.082 0.236 0.530 0.089
C 12.10510 7.06346 -38.12154 -1.125 0.664 0.298 -0.098
O 11.77407 8.13725 -38.99182 0.533 -0.147 -0.552 -0.190
C 12.83734 9.06689 -39.18128 -1.037 0.267 0.942 -0.191
C 12.57777 9.84943 -40.45246 1.342 -1.517 -1.842 -0.212
O 13.30130 11.04935 -40.59909 -0.275 0.205 1.224 -0.173
C 12.67960 12.15697 -39.95722 -0.666 0.133 -1.230 -0.103
H 12.45718 7.48818 -37.17355 0.260 -0.245 0.107 0.076
H 12.78471 6.30048 -38.50079 0.250 0.356 -0.314 0.075
H 11.13051 6.60598 -37.94229 0.134 -0.271 0.171 0.080
H 13.78224 8.52518 -39.24196 0.159 0.186 -0.013 0.108
H 12.83187 9.75166 -38.32047 0.329 -0.027 0.118 0.116
H 11.55123 9.88574 -40.82676 -0.344 0.461 0.840 0.131
H 13.04062 9.19661 -41.20621 -0.107 0.156 -0.212 0.126
H 11.63760 12.17735 -40.30085 -0.072 0.197 0.069 0.090
H 13.17253 13.03165 -40.37493 0.056 0.143 0.316 0.088
H 12.63153 12.20915 -38.86750 0.619 -0.431 0.052 0.062
C 15.56438 5.86313 -35.92430 -0.281 -1.750 1.612 -0.128
O 15.86943 5.99875 -37.29265 -0.482 2.007 0.733 -0.159
C 16.16476 7.38728 -37.54301 1.179 -0.926 -0.394 -0.194
C 16.74649 7.47768 -38.92588 -0.101 0.931 -0.668 -0.227
O 15.86060 6.95028 -39.89309 0.355 -0.336 0.105 -0.189
C 16.38052 7.11668 -41.19717 -1.356 -0.218 -0.483 -0.109
H 14.62355 5.32031 -35.76304 0.003 -0.110 -0.432 0.078
H 15.45987 6.70563 -35.22842 0.185 0.777 -0.986 0.084
H 16.33037 5.26277 -35.41369 0.023 -0.069 -0.301 0.078
H 16.96805 7.70054 -36.86657 0.036 0.027 0.130 0.125
H 15.35380 8.09690 -37.36853 -0.522 -0.426 -0.172 0.119
H 17.74791 7.04067 -39.00745 -0.156 -0.539 0.203 0.128
H 16.92929 8.53938 -39.15843 -0.142 0.126 0.123 0.128
H 15.70376 6.63410 -41.90848 -0.214 -0.157 0.317 0.087
H 17.32955 6.60863 -41.37057 0.416 0.499 0.325 0.090
H 16.30062 8.17284 -41.46485 0.851 0.143 -0.057 0.091
C 12.28399 8.12515 -31.09403 -0.310 0.273 -0.138 -0.097
O 11.65042 7.11290 -31.84684 -0.257 -0.539 0.841 -0.191
C 12.27666 6.86850 -33.08848 -1.297 0.640 0.391 -0.188
C 11.29520 6.24180 -34.06825 1.943 0.159 0.150 -0.217
O 10.93068 4.94078 -33.70124 0.068 0.199 -0.742 -0.167
C 9.91656 4.45089 -34.57069 -0.722 -0.264 1.323 -0.092
H 11.83806 8.22802 -30.10432 -0.331 -0.356 -0.088 0.085
H 12.09904 9.06822 -31.61461 0.562 0.194 0.054 0.072
H 13.34596 7.93689 -30.91008 0.135 0.050 -0.354 0.082
H 13.17020 6.25795 -32.93489 -0.009 0.099 -0.372 0.105
H 12.48790 7.85881 -33.51951 0.577 -0.190 -0.173 0.128
H 11.96673 6.23609 -34.94580 -0.636 -0.268 -0.547 0.117
H 10.45149 6.90524 -34.26711 -0.192 -0.136 0.125 0.098
H 9.99401 4.66387 -35.63727 0.502 0.122 0.010 0.078
H 8.97380 4.87408 -34.20701 -0.229 -0.005 -0.335 0.080
H 9.86907 3.37960 -34.38050 -0.044 -0.091 -0.329 0.076
C 11.83175 11.67815 -30.81981 -1.442 -1.131 0.063 -0.144
O 13.18682 11.78418 -31.09235 0.599 0.583 -0.452 -0.156
C 13.90610 12.51091 -30.12784 0.045 -0.168 0.828 -0.212
C 15.35053 12.78768 -30.47378 -0.138 0.048 -0.056 -0.221
O 15.43203 13.68946 -31.55062 -0.318 0.120 -0.158 -0.169
C 16.74944 14.06488 -31.82988 0.815 -0.461 0.055 -0.126
H 11.57347 10.88267 -30.09996 0.508 0.075 0.273 0.082
H 11.32925 11.32788 -31.72422 0.152 0.337 -0.182 0.066
H 11.28729 12.55336 -30.44797 0.583 0.453 -0.212 0.095
H 13.91651 11.90644 -29.20846 0.028 0.214 0.191 0.130
H 13.42784 13.47042 -29.90115 -0.178 -0.028 -0.117 0.130
H 15.89596 11.84852 -30.63419 0.005 0.018 -0.404 0.130
H 15.82290 13.26328 -29.60456 -0.129 -0.101 0.224 0.125
H 17.29902 14.37745 -30.93015 -0.179 0.028 0.069 0.086
H 16.80411 14.88588 -32.54172 -0.420 -0.050 -0.049 0.087
H 17.29679 13.20674 -32.24647 0.059 0.115 -0.051 0.089
C 10.62543 2.28158 -28.40955 0.084 -0.001 1.891 -0.095
O 9.38047 2.63351 -28.93993 -0.046 -0.488 -0.635 -0.230
C 8.40863 3.06208 -28.00919 0.897 1.620 0.155 -0.168
C 8.58375 4.58224 -27.68857 -0.656 -0.922 1.488 -0.216
O 8.16099 5.43821 -28.71832 1.005 -0.824 -0.636 -0.165
C 9.21211 5.65771 -29.68689 -0.409 1.437 0.134 -0.076
H 11.21243 1.70671 -29.11565 -0.028 0.323 -0.247 0.061
H 10.51111 1.67872 -27.49279 -0.294 -0.473 -0.305 0.093
H 11.17684 3.11905 -27.96061 0.193 0.328 -0.818 0.084
H 8.49991 2.50340 -27.07222 -0.165 -0.160 -0.025 0.123
H 7.44005 2.91523 -28.48227 -0.127 -0.095 0.153 0.120
H 9.56437 4.79650 -27.23500 0.472 0.004 -1.010 0.121
H 8.01189 4.79951 -26.77316 -0.707 -0.047 -0.497 0.123
H 8.75807 6.08662 -30.58083 -0.118 -0.011 0.143 0.056
H 9.82466 4.83047 -30.02832 -0.198 -0.557 0.483 0.082
H 9.84829 6.43873 -29.25877 0.307 -0.111 -0.170 0.087
C 10.74388 10.14243 -35.89194 -0.656 -1.069 -0.368 -0.093
C 10.10049 9.92068 -34.68537 0.094 1.020 0.325 -0.079
C 9.63116 11.03411 -33.96766 0.311 -0.634 0.126 -0.102
C 9.83801 12.31808 -34.44196 -0.372 0.085 -0.472 -0.092
C 10.38099 12.50845 -35.70961 0.149 -0.496 0.114 -0.074
C 10.78862 11.39751 -36.45117 0.667 1.300 0.312 -0.079
H 11.06682 9.25316 -36.42482 0.222 0.237 -0.220 0.087
H 10.04022 8.90027 -34.33852 -0.247 0.089 0.307 0.070
H 9.14657 10.94221 -33.00282 -0.010 -0.281 -0.018 0.096
H 9.48765 13.14519 -33.83847 0.126 0.128 -0.080 0.103
H 10.55397 13.48823 -36.13325 -0.200 0.119 0.139 0.102
H 11.27985 11.63255 -37.38724 -0.146 -0.514 -0.142 0.073
C 12.75102 0.68389 -31.19436 -0.531 -0.464 0.213 -0.109
C 11.89761 1.33160 -32.06889 0.034 0.660 -1.036 -0.075
C 12.38194 1.84864 -33.28399 -0.466 -1.018 0.620 -0.073
C 13.65783 1.51284 -33.67407 0.654 0.957 0.029 -0.090
C 14.51484 0.84662 -32.79877 -0.005 -0.275 0.160 -0.096
C 14.06623 0.41954 -31.55136 0.030 0.321 -0.632 -0.102
H 12.34218 0.31902 -30.25962 0.158 -0.124 0.016 0.092
H 10.82587 1.41511 -31.93278 0.088 0.135 0.667 0.092
H 11.72926 2.40694 -33.94072 0.059 -0.041 0.009 0.079
H 13.99672 1.91255 -34.62352 0.254 -0.277 -0.017 0.105
H 15.54318 0.63167 -33.06043 -0.039 0.026 -0.247 0.101
H 14.73823 -0.15462 -30.92838 -0.086 0.110 0.225 0.100
C 8.10094 7.51324 -37.28710 -0.414 0.423 -0.114 -0.091
C 8.00443 7.32769 -38.65034 0.957 -0.839 -1.246 -0.097
C 7.50895 6.13611 -39.16921 -0.702 -0.560 0.896 -0.085
C 6.91461 5.21105 -38.29693 -0.483 0.246 0.172 -0.091
C 6.92470 5.42072 -36.91739 0.571 0.334 -0.817 -0.084
C 7.56332 6.55968 -36.44475 -0.441 0.015 1.052 -0.102
H 8.49251 8.45004 -36.90957 0.088 -0.104 0.148 0.093
H 8.44637 7.99066 -39.38614 -0.012 0.384 0.368 0.103
H 7.53697 5.89500 -40.22235 -0.082 0.307 -0.106 0.098
H 6.28326 4.41080 -38.66652 0.478 -0.262 -0.248 0.098
H 6.46863 4.71806 -36.23392 -0.107 0.022 -0.012 0.101
H 7.50372 6.75125 -35.37658 0.242 0.035 -0.008 0.086
C 12.49412 1.77613 -39.95189 -0.310 0.444 -0.371 -0.101
C 13.44100 2.73111 -39.62775 0.335 -0.145 0.839 -0.082
C 13.20733 3.60421 -38.55501 -0.486 0.281 -0.526 -0.082
C 11.94167 3.64194 -37.98308 -0.171 -0.767 0.123 -0.102
C 10.96421 2.69992 -38.33788 0.721 0.787 0.284 -0.084
C 11.24889 1.78693 -39.33436 -0.123 -0.754 0.413 -0.100
H 12.70109 1.04734 -40.72452 0.014 -0.007 -0.006 0.100
H 14.39929 2.70958 -40.12967 0.061 0.114 0.065 0.100
H 13.95506 4.29862 -38.19146 0.190 -0.016 -0.267 0.085
H 11.69156 4.33894 -37.19303 0.240 0.069 0.045 0.073
H 10.05921 2.71312 -37.74481 -0.277 -0.208 -0.377 0.097
H 10.55546 0.98052 -39.54261 -0.121 0.149 -0.151 0.100
C 16.24172 4.50800 -32.30018 -0.864 0.091 -0.859 -0.087
C 17.48239 4.40817 -32.92714 -0.045 -0.462 -0.067 -0.101
C 18.19378 5.54268 -33.24213 -0.129 1.586 0.596 -0.096
C 17.69013 6.81334 -32.85776 0.011 -1.221 0.138 -0.080
C 16.43625 6.88185 -32.26872 -0.932 0.507 -0.256 -0.092
C 15.64710 5.74411 -32.09415 1.304 -0.682 0.399 -0.102
H 15.56213 3.68065 -32.12515 0.564 -0.475 -0.044 0.089
H 17.88686 3.45130 -33.23399 -0.088 -0.106 0.198 0.104
H 19.15799 5.50725 -33.72950 0.007 -0.210 -0.057 0.101
H 18.28637 7.70517 -32.98024 -0.012 0.053 -0.148 0.098
H 15.98486 7.83400 -32.00891 0.257 0.145 -0.045 0.099
H 14.63753 5.68341 -31.71511 0.071 0.697 0.098 0.063
```
Forces are in eV/Å.